Entry from the OMol25 dataset: a cluster of 8 separate species, C53H37F13O30PS in total at a distorted geometry (wB97M-V/def2-TZVPD).

XYZ file:
```
135
Properties=species:S:1:pos:R:3:forces:R:3
H -2.276603 10.319051 -9.666325 0.1 -0.2 0.4
C -4.335719 9.337266 -9.046148 -0.7 0.1 -0.7
C -5.832326 4.563263 -4.601662 0.1 1.2 -0.4
H -5.652485 -0.781169 -3.567985 0.1 -0.2 0.0
O -8.279057 8.323209 -8.575787 -2.9 -0.2 0.1
O 9.305204 4.984904 7.713320 -1.7 -0.9 0.0
C 9.995565 -5.817867 -1.941210 -1.0 0.6 0.3
C -9.628213 8.461318 -8.845649 1.9 0.1 -0.2
O 4.553297 -9.340115 5.273862 0.1 0.6 -1.9
O 9.445564 -4.728555 -2.059154 0.7 -0.7 -0.1
H -0.655775 -6.015595 5.126353 0.8 1.3 -1.0
C 11.359616 -8.317754 -1.677840 0.9 -0.5 -0.3
H 8.413816 -6.751878 -0.750893 0.0 0.0 0.0
O -2.465254 3.441446 -4.365115 -0.9 -0.2 0.1
C -5.735929 2.145847 -3.839779 -0.5 0.3 -0.1
F 1.434061 1.225243 7.682141 -0.2 -4.9 -0.4
F 3.878110 -1.202712 4.912094 0.6 2.6 5.2
C 0.650949 -0.432473 5.964660 -2.2 1.9 -1.6
C -6.492441 -2.197816 -2.126200 -0.3 0.3 -0.6
C 2.230837 -1.248146 8.124793 -1.4 -1.9 4.5
H -7.531200 5.384111 -4.796947 0.3 0.1 -0.1
C -12.028154 8.049531 -8.134647 0.3 -0.1 0.2
H 4.263186 -7.704712 0.941559 0.0 0.0 0.1
C -2.992750 8.698481 -7.084261 -0.2 -0.2 0.3
F -0.709927 0.239668 5.938040 4.2 -2.0 0.2
C 11.957678 -7.216488 -2.448176 0.0 -0.3 0.1
O -13.798820 8.844017 -9.487391 1.9 0.2 -0.4
O 3.173037 -8.016791 3.304623 1.4 -0.5 0.3
C 8.062000 4.619771 8.196348 1.7 0.8 -0.1
C -5.502629 8.637244 -8.487425 0.5 0.3 -0.5
H -0.961699 -0.989120 3.713323 1.4 -2.0 1.0
H -4.727267 -3.608445 0.498390 0.2 -0.1 0.0
C 4.212261 -0.594374 6.255942 4.0 0.8 -3.1
O -6.599836 5.665440 -4.930793 0.0 -2.0 1.1
H -3.098225 -4.508456 2.869086 0.6 -0.1 -2.6
F -0.105407 -0.440601 8.331917 4.2 0.3 -2.5
C -4.166340 8.018822 -6.513868 0.6 -0.1 0.6
C -2.305877 -4.852712 2.079426 0.1 -0.8 -1.0
O -3.171230 -0.621004 -2.692488 0.3 -4.5 2.9
O -11.904654 9.795017 -11.231271 0.0 -0.4 0.8
C -0.409908 -2.015003 3.974465 -0.6 0.6 0.1
H 10.104257 -9.876706 -0.419975 -0.3 0.2 0.1
C 5.897989 3.342820 7.849785 0.3 0.0 -0.3
O -7.619477 -2.223150 -2.608029 0.4 -0.1 0.4
O -4.132436 7.458720 -5.423846 -0.2 0.6 -0.8
C 10.019989 -8.095842 -1.067685 -1.1 -0.8 0.9
H -1.623315 -3.230508 0.622228 1.1 -0.5 3.2
O -4.378972 9.926241 -10.121043 0.4 -0.3 0.7
C 9.386957 -6.927652 -1.191163 0.0 0.3 -0.1
H -2.325431 -6.010586 1.796170 1.0 2.5 1.9
H -6.267539 1.251063 -3.541327 0.0 0.2 0.0
C -12.449584 8.681455 -9.231785 -1.9 -0.1 0.2
O 11.924855 -9.396304 -1.531579 -0.6 0.6 0.0
F 5.723346 -0.719356 6.303628 -5.1 0.5 -0.1
F 1.505959 -2.861719 5.381044 -2.8 3.1 1.1
O 7.615945 3.413939 6.226090 0.0 0.4 0.9
H 0.308074 -1.598119 1.854126 0.6 -1.5 1.9
O 6.601758 -8.580535 0.097290 -0.1 -0.6 1.8
O -0.346321 -5.128573 4.778309 1.4 -1.0 -1.0
O 2.370304 -5.191316 3.719965 -2.2 -0.6 0.2
F 4.696644 -1.256473 8.616923 -3.4 -0.3 -3.6
H 9.374066 4.566477 6.827499 -0.1 0.2 0.4
H 6.885320 -10.229951 4.424736 0.0 0.0 -0.1
H -9.361084 9.513411 -10.664755 -0.1 0.0 0.0
C 6.851200 -9.519947 2.354371 0.7 -0.5 0.4
C -4.404221 2.187152 -3.914405 1.0 -1.6 0.3
C -1.276315 -3.936963 1.516003 1.4 -0.7 1.9
C -5.411581 -1.380713 -2.699510 -0.5 -0.1 0.0
C -5.426695 8.019448 -7.307051 -1.7 -0.6 0.1
C -4.500507 4.605838 -4.673020 0.3 -0.1 0.0
O 9.452566 -9.143947 -0.366469 1.4 0.9 -1.2
H 5.296793 2.701282 7.217872 0.1 0.1 0.0
H -6.413009 8.647481 -9.073449 0.4 0.0 0.1
H -2.706284 1.359785 -3.740322 -0.4 -0.2 0.1
C 7.642627 5.027603 9.395700 -0.3 0.0 0.3
S 0.405284 -7.028550 2.467310 -0.4 0.5 0.7
H -2.078204 8.675160 -6.505642 -0.1 0.0 0.0
H 4.177073 3.783120 10.428762 0.0 -0.2 -0.4
O -6.518580 7.357151 -6.776700 2.1 1.3 -0.5
H 8.250210 5.656354 10.033863 0.0 0.0 0.0
C -11.486948 9.235435 -10.223030 0.4 0.5 -0.9
H -7.994608 -3.581697 -0.936085 0.4 -0.1 0.2
F -0.648748 -2.592903 6.406696 3.2 2.2 -1.9
H -3.969833 5.495780 -4.986273 -0.1 -0.2 0.1
O 4.248357 3.359764 9.545605 1.8 0.9 0.0
F 1.596896 -2.611611 8.294964 2.0 4.7 -0.9
O 5.900736 5.003777 10.995112 0.1 -0.4 -0.8
P 0.634500 -5.264000 3.347685 0.7 -0.2 -1.6
C -10.590930 7.882861 -7.867796 -0.3 -0.5 0.9
O 11.877934 -5.010500 -3.299431 -1.3 -0.9 1.1
C -6.186028 -3.010307 -0.916404 -0.8 -0.9 0.8
C 3.680435 -1.456448 7.513570 3.1 -3.2 1.2
C -4.964410 -3.020754 -0.379506 0.3 0.2 0.0
O -7.213053 -3.756173 -0.367746 0.6 1.2 -1.2
H 3.679526 -8.893067 5.243020 0.3 -0.1 0.0
H 2.761317 -6.114105 3.640485 -1.3 1.4 -0.1
H 7.473023 -9.032820 0.126249 -0.2 0.1 -0.1
H -13.846179 9.329982 -10.339504 0.0 -0.2 0.3
F 3.979785 0.871786 6.306268 0.2 -5.4 -0.2
H 12.924127 -7.397606 -2.901487 -0.1 0.0 0.0
C 5.088571 -9.188128 4.007962 -0.3 -0.5 1.9
H -8.231789 7.832008 -7.726807 0.3 0.0 -0.1
F 1.427542 0.382092 4.954450 -2.0 -3.0 3.5
C -3.067932 9.313246 -8.266231 1.8 0.7 -0.3
H 1.730335 -2.194920 2.928833 -2.3 -0.5 -0.1
O -2.741715 -2.222900 -0.505521 -1.0 0.7 -1.0
H -1.297695 -2.808371 4.062359 2.3 1.5 0.0
O -7.768622 3.327910 -4.092184 0.8 0.4 -0.2
H -6.211707 6.994931 -5.917104 -0.4 -0.2 -0.1
O -10.173420 7.294092 -6.876813 0.0 0.5 -0.8
O -3.637772 1.076567 -3.612280 -1.8 5.2 -2.3
C -4.190951 -1.388626 -2.160397 1.3 1.2 -1.1
C 0.344954 -1.958475 5.461045 -1.9 -2.6 -1.8
C 11.323250 -6.049349 -2.574695 1.2 1.0 -1.1
C 6.287440 -9.688313 3.702595 0.3 -0.1 -0.3
C 6.054468 -8.756776 1.354911 0.1 0.5 -1.6
C 6.319772 4.632735 9.904355 0.3 0.5 0.8
H 11.228975 -4.275863 -3.240799 0.2 -0.3 0.0
H -2.387981 -0.800118 -2.127738 -0.3 -0.3 0.0
F 2.417552 -0.793794 9.560176 -0.6 -1.1 -4.6
C 0.310614 -3.863775 2.041568 -2.4 0.2 1.4
C 0.587446 -2.363091 2.728197 -0.6 -0.1 -2.1
C 4.854102 -8.259506 1.659027 -0.2 0.0 0.2
C -3.690469 3.428273 -4.324052 0.7 0.6 -0.2
O 7.943372 -9.980710 2.039702 -0.7 0.3 0.0
O -1.968089 9.951601 -8.809411 -1.9 -0.6 0.1
C 1.149286 -0.249392 7.499852 -3.4 2.9 1.3
C 5.479853 3.747713 9.050596 -1.7 -0.8 0.2
C 7.210665 3.757632 7.331431 -0.4 -0.7 -0.9
C 4.279362 -8.448468 3.000134 -0.9 0.6 -0.5
C -10.049867 9.090185 -9.944492 -0.4 0.1 -0.2
H -12.716895 7.639985 -7.406881 0.0 0.0 0.0
C -6.544381 3.330819 -4.165552 -0.8 -0.8 0.3
C -3.877831 -2.222304 -0.967472 0.4 -0.6 0.9
F 3.844538 -2.913758 7.145595 -0.6 5.1 1.0
```
Forces are in eV/Å.

Results
Highest occupied orbital energy (Eh): -0.0962
Total charge: -1
Lowest unoccupied orbital energy (eV): -0.98
F_max (hartree/bohr): 0.115
E (eV): -172420.2204
HOMO-LUMO gap (eV): 1.64
Spin multiplicity: 1

---

Entry from the OMol25 dataset: a structure of composition C53H38AsCl3F4N4O6S2Sn (wB97M-V/def2-TZVPD).

XYZ file:
```
112
Properties=species:S:1:pos:R:3:forces:R:3
C 1.803632 -0.341620 2.713959 0.1 0.0 0.0
Sn 0.065839 0.128226 0.109688 -0.4 0.2 -0.1
F 0.914345 -0.618789 5.538767 0.0 0.0 0.0
C 1.346455 1.795352 -0.248010 0.1 -0.1 0.0
F 1.383407 1.449756 5.111700 0.0 0.0 0.0
C -1.836112 -2.328046 0.924326 0.0 0.0 0.0
H -1.945825 2.676542 2.760042 0.0 0.0 0.0
O -4.569617 -5.373295 -0.101861 -0.1 0.3 0.2
H 3.761670 0.037512 -2.600123 0.0 0.0 0.0
C -4.721083 0.097239 0.067527 0.0 -0.1 0.1
C 4.524305 -0.751046 2.639305 0.0 0.0 0.0
H 5.590229 -0.912798 2.569029 0.0 0.0 0.0
H -0.919084 6.199783 -3.666737 0.0 0.0 0.0
N -1.439375 -1.495710 -0.043348 0.0 0.0 0.0
C -2.258265 3.533699 -1.233199 0.0 -0.1 0.0
H 1.316625 -0.623593 -2.982176 0.0 0.0 0.0
O -1.924971 -0.652665 -3.443194 0.0 0.0 0.0
H 3.160845 -3.798481 -4.035631 0.0 0.0 0.0
O -1.631610 1.294727 0.644457 0.2 0.0 0.3
H -3.488712 -2.485867 -2.502034 0.0 0.0 0.0
C 1.906307 0.211939 5.185355 0.0 0.0 0.0
S 0.085329 -0.040766 2.608579 0.1 -0.1 -0.1
H -4.412620 0.026888 1.105361 0.0 0.0 0.0
C 7.764495 -2.122412 -2.187097 0.0 0.0 0.0
C 2.882132 -2.745905 -3.993108 -0.1 0.0 -0.1
H 2.499445 3.773267 -2.780511 0.0 0.0 0.0
C -1.815319 5.835915 -1.755673 0.0 0.0 0.0
C -1.259834 4.108595 -3.337358 0.0 0.0 0.0
C 1.590935 -1.418043 -2.309338 -0.1 -0.1 0.0
C -1.296506 5.450598 -2.982778 0.0 0.0 0.0
H -5.743492 0.293474 -3.650677 0.0 0.0 0.0
H -1.841381 6.881527 -1.479153 0.0 0.0 0.0
As -2.873470 2.216871 0.012626 0.0 0.0 -0.2
C -3.637538 3.108992 1.514400 0.0 0.0 0.0
C -4.184586 1.081747 -0.762325 0.0 0.1 0.0
H 3.143062 4.171623 1.414565 0.0 0.0 0.0
C -3.448964 -3.346294 -0.527261 -0.1 0.0 0.2
H -3.120641 -3.957150 1.490428 0.0 0.0 0.0
C 2.332242 3.392426 -1.780706 0.0 0.0 0.0
H -0.856260 3.810436 -4.296369 0.0 0.0 0.0
C 1.555070 2.265078 -1.541798 0.0 0.0 0.0
H 4.295439 -2.274945 -5.420368 0.0 0.0 0.0
C -5.465175 0.249413 -2.606256 0.0 0.0 0.0
H 1.073841 1.772828 -2.376719 0.0 0.0 0.0
H -4.138383 1.932618 -2.741361 0.0 0.0 0.0
H 1.546418 -3.035662 0.430683 0.0 0.0 0.0
H 5.660629 1.129448 -5.816008 0.0 0.0 0.0
C 1.919240 2.491917 0.814812 0.0 0.0 0.0
C -5.435538 4.334096 2.519069 0.0 0.0 0.0
N 2.296211 -2.501707 -2.679461 0.0 0.1 0.0
H 2.101358 -2.576749 -4.734987 0.0 0.0 0.0
C 3.711084 -0.873248 1.530616 0.0 0.0 0.0
C 6.563438 -2.194553 -1.509056 0.0 0.0 0.0
C -4.634630 -4.316513 -0.746885 0.3 -0.4 -0.7
C -1.735862 3.142132 -2.465383 -0.1 0.0 0.0
H -2.920092 3.824572 4.735618 0.0 0.0 0.0
C -2.918121 3.151170 2.702168 0.0 0.0 0.0
C -2.300862 4.877659 -0.877900 0.0 0.0 0.0
H -5.147724 4.878554 4.571434 0.0 0.0 0.0
C -2.013407 -1.579711 -1.257991 0.0 0.0 0.0
F 3.652938 5.132764 -0.923706 0.0 0.0 0.0
Cl 9.253377 -2.119055 -1.304769 0.0 0.0 0.0
C 2.891420 4.043252 -0.701996 0.0 0.0 0.0
C 2.557526 -0.196652 3.891868 0.0 0.0 0.0
C -3.016813 -2.480617 -1.529783 0.0 0.0 0.0
H -5.458466 3.633906 0.490085 0.0 0.0 0.0
H 1.745465 2.171651 1.835487 0.0 0.0 0.0
F 2.789364 0.223943 6.199347 0.0 0.0 0.0
H 8.046095 2.108884 -5.325738 0.0 0.0 0.0
H 4.512698 -0.295722 4.740610 0.0 0.0 0.0
C 5.382032 -2.157989 -2.230310 0.0 0.0 0.0
H 4.451613 -2.171309 -1.680307 0.1 0.0 0.0
C 7.796993 -2.043971 -3.569000 0.0 0.0 0.0
C 6.110965 1.288014 -2.534118 0.0 0.0 -0.1
H 4.119149 -1.137883 0.559706 0.0 0.0 0.0
H -1.340350 -2.217838 1.880072 0.0 0.0 0.0
S 7.652648 1.929209 -2.927024 0.0 0.0 0.0
C -4.896406 3.691838 1.415503 0.0 0.0 0.0
H 2.861069 -4.293936 -1.637238 0.0 0.0 0.0
C -5.982657 -0.744462 -1.789833 -0.1 0.0 -0.1
O -0.716822 0.318805 -1.846809 0.0 -0.1 0.0
C 7.309078 1.803963 -4.600766 0.0 0.0 0.0
C 2.366027 -3.339965 -1.589424 0.0 0.0 0.0
N 1.228988 -1.508405 -1.042983 0.3 0.1 0.0
O -5.441499 -3.916919 -1.608956 -0.1 0.2 0.2
C 3.922494 -0.406665 3.841675 0.0 0.0 0.0
C 3.970252 0.425810 -3.598172 0.0 -0.1 0.0
C 6.602840 -2.022523 -4.265535 0.0 0.0 0.0
H -1.683486 2.096494 -2.736848 0.0 0.0 0.0
C 5.361677 0.988811 -3.632520 0.0 -0.1 0.0
Cl 6.707651 -1.926504 -5.997571 0.0 0.0 0.0
H -6.007601 -1.616814 0.163943 0.0 0.0 0.0
C -4.560671 1.173131 -2.096649 0.0 -0.1 0.0
C 5.363697 -2.063045 -3.618216 0.0 0.1 -0.1
C 6.069264 1.301458 -4.831027 0.0 0.0 0.0
H 6.552448 -2.253525 -0.429880 0.0 0.0 0.0
O 3.717431 -0.535176 -4.624640 0.0 -0.1 0.1
H -2.704094 5.177645 0.081608 0.0 0.0 0.0
Cl 5.651821 1.093085 -0.888559 -0.1 0.1 0.0
C 1.717517 -2.707820 -0.579216 -0.1 0.0 0.0
C -2.822564 -3.270702 0.709915 0.1 0.0 0.0
H 3.248858 1.219902 -3.792861 0.0 0.0 0.0
C 2.696162 3.620748 0.597702 0.0 0.0 0.0
C -3.468437 3.792226 3.803475 0.0 0.0 0.0
C 4.089430 -1.902768 -4.415681 0.0 0.1 0.1
H -6.650911 -1.492139 -2.194417 0.0 0.0 0.0
H 8.738180 -1.993964 -4.096684 0.0 0.0 0.0
C -1.543463 -0.586128 -2.293564 0.1 -0.1 -0.1
N 2.396346 -0.678416 1.566358 0.0 0.0 0.0
H -6.415293 4.788311 2.454185 0.0 0.0 0.0
C -4.720639 4.382692 3.709467 0.0 0.0 0.0
C -5.623121 -0.814069 -0.448688 0.1 0.0 0.0
```
Forces are in eV/Å.

Results
Highest occupied orbital energy (Eh): -0.2833
Total charge: 0
Lowest unoccupied orbital energy (eV): 0.04
F_max (hartree/bohr): 0.016
E (eV): -210603.8210
HOMO-LUMO gap (eV): 7.75
Spin multiplicity: 1